Molecular formula: C2H3P3
Method: DFT, the ωB97M-V functional and the def2-TZVPD basis

Calculated values
- E_tot (eV) = -29986.9523
- total charge = 0
- Kohn-Sham gap (eV) = 7.49
- 2S+1 = 1
- energy above the lowest of the compared OMol25 structures with the same formula, charge and spin (kJ/mol) = 66.7

Each line ends with the natural charge from an NBO analysis.
Cartesian coordinates (Å):
1 C -0.869074 -0.075110 -0.546105  -0.54
2 P -0.640528 1.545379 -1.062243  0.34
3 P 1.061506 2.118021 0.282036  -0.10
4 P 1.159228 0.410487 1.414085  0.26
5 C 0.110282 -0.793330 0.243832  -0.74
6 H -1.847394 -0.544572 -0.693396  0.24
7 H 0.046806 -1.745191 0.788377  0.25
8 H 0.979175 -0.915685 -0.426586  0.28

Atoms 1-3, force components in eV/Å:
-0.718 0.877 0.057
-0.046 -0.965 0.597
-0.537 -0.842 0.194

***

Molecular formula: CH4ClN3
Method: DFT, the ωB97M-V functional and the def2-TZVPD basis

Calculated values
- E_tot (eV) = -18089.4051
- total charge = 0
- Kohn-Sham gap (eV) = 9.73
- 2S+1 = 1
- energy above the lowest of the compared OMol25 structures with the same formula, charge and spin (kJ/mol) = 400.7

Each line ends with the natural charge from an NBO analysis.
Cartesian coordinates (Å):
1 C 0.592193 0.578158 0.216880  -0.09
2 N -0.657799 0.895099 -0.593092  -0.45
3 N -0.951906 -0.906856 -0.292718  -0.31
4 N 0.568671 -0.785508 -0.220175  -0.31
5 Cl 1.294196 -1.719361 0.985572  0.10
6 H 1.473699 1.161319 0.049840  0.20
7 H 0.244424 0.713135 1.238548  0.16
8 H -1.450677 1.317560 -0.165283  0.35
9 H -1.112802 -1.253545 -1.219572  0.34

Atoms 1-3, force components in eV/Å:
-3.550 0.887 0.240
0.800 -4.115 -1.420
2.239 4.372 0.843

***

Molecular formula: C17H30N2O8S
Method: DFT, the ωB97M-V functional and the def2-TZVPD basis

Calculated values
- E_tot (eV) = -48309.1477
- total charge = 0
- Kohn-Sham gap (eV) = 9.11
- 2S+1 = 1

Each line ends with the natural charge from an NBO analysis.
Cartesian coordinates (Å):
1 C 0.075991 -2.804270 0.032323  -0.64
2 C -0.989408 -1.969778 -0.743051  -0.09
3 O -1.293822 -2.504307 -2.035149  -0.55
4 C -1.411731 -1.494331 -3.032128  -0.10
5 C -0.070500 -1.396370 -3.845016  -0.09
6 O 0.265282 -0.083801 -4.289264  -0.53
7 C 0.584999 0.766422 -3.197788  -0.11
8 C 1.927731 1.541289 -3.381696  -0.08
9 O 1.909202 2.853520 -2.828499  -0.52
10 C 1.850099 2.824922 -1.406425  -0.11
11 C 0.394204 3.129242 -0.941264  -0.11
12 C -0.249351 2.534944 0.080024  -0.26
13 S 0.356021 1.265225 1.175179  0.06
14 C -1.641287 3.204473 0.020711  0.77
15 O -2.613767 2.828447 0.527589  -0.50
16 O -1.562880 4.329323 -0.794134  -0.52
17 C -0.499659 4.165971 -1.678988  0.78
18 O -0.336786 4.643418 -2.718462  -0.47
19 H -0.024168 -3.895422 -0.114321  0.21
20 H 1.074593 -2.432730 -0.273532  0.21
21 H -0.054372 -2.554616 1.108460  0.22
22 H -0.619534 -0.924917 -0.849286  0.16
23 H -1.921941 -1.948750 -0.129585  0.20
24 H -1.774195 -0.526834 -2.628049  0.18
25 H -2.190467 -1.853292 -3.744524  0.19
26 H -0.192207 -2.012469 -4.761667  0.19
27 H 0.728942 -1.845588 -3.209473  0.17
28 H 0.627776 0.246011 -2.211544  0.17
29 H -0.218061 1.537597 -3.082250  0.18
30 H 2.767045 0.930909 -2.965755  0.16
31 H 2.107921 1.630257 -4.475465  0.21
32 H 2.211946 1.863944 -0.978871  0.22
33 H 2.474839 3.614958 -0.936738  0.21
34 H -0.714244 0.416426 1.304349  0.16
35 C -3.900068 -6.187308 1.101034  -0.41
36 N -3.390768 -4.829560 1.109765  -0.62
37 C -3.687924 -3.826579 1.980108  0.68
38 C -4.667484 -4.136941 3.084951  -0.72
39 O -3.171659 -2.727147 1.853844  -0.64
40 H -3.061086 -6.879084 1.196445  0.20
41 H -4.404293 -6.368257 0.150029  0.20
42 H -4.599008 -6.361925 1.912966  0.21
43 H -2.731387 -4.560730 0.394060  0.40
44 H -4.810299 -3.251742 3.699606  0.25
45 H -5.631891 -4.426633 2.664193  0.23
46 H -4.282624 -4.939671 3.716397  0.23
47 C 3.431750 4.383209 4.028261  -0.41
48 N 2.935056 3.524231 2.969990  -0.61
49 C 3.648174 2.871539 2.016173  0.69
50 C 5.146739 3.041121 2.033622  -0.72
51 O 3.076895 2.178118 1.184857  -0.66
52 H 3.133248 3.964233 4.990691  0.20
53 H 2.985580 5.372897 3.916838  0.20
54 H 4.512865 4.475256 4.000224  0.21
55 H 1.938992 3.370401 2.905501  0.41
56 H 5.584668 2.467091 1.220768  0.25
57 H 5.409142 4.091647 1.897399  0.23
58 H 5.557169 2.676013 2.976566  0.23

Atoms 1-3, force components in eV/Å:
-0.240 1.034 -0.199
-0.124 -0.199 0.826
0.152 0.553 0.185

***

Molecular formula: C2H4N4O2
Method: DFT, the ωB97M-V functional and the def2-TZVPD basis

Calculated values
- E_tot (eV) = -12191.2793
- total charge = 0
- Kohn-Sham gap (eV) = 9.99
- 2S+1 = 1
- energy above the lowest of the compared OMol25 structures with the same formula, charge and spin (kJ/mol) = 213.1

Each line ends with the natural charge from an NBO analysis.
Cartesian coordinates (Å):
1 N 0.750489 -1.487614 0.934106  -0.64
2 N 0.197102 -0.592380 0.030419  -0.17
3 C 0.999363 0.440471 -0.467697  0.71
4 O 2.192903 0.364401 -0.599556  -0.58
5 N 0.157061 1.539476 -0.761553  -0.48
6 C -0.969795 1.200810 -0.227247  0.27
7 N -0.997092 0.021794 0.439331  -0.01
8 O -2.114385 -0.782881 0.232451  -0.53
9 H 0.957477 -2.369219 0.462297  0.37
10 H 1.653741 -1.137728 1.260682  0.37
11 H -1.890888 1.797126 -0.231195  0.21
12 H -2.278799 -1.158947 1.118602  0.49

Atoms 1-3, force components in eV/Å:
0.378 -0.666 0.215
0.303 -0.336 0.166
0.297 0.297 -0.729

***

Molecular formula: C3H5N3O
Method: DFT, the ωB97M-V functional and the def2-TZVPD basis

Calculated values
- E_tot (eV) = -9704.4321
- total charge = 0
- Kohn-Sham gap (eV) = 9.28
- 2S+1 = 1
- energy above the lowest of the compared OMol25 structures with the same formula, charge and spin (kJ/mol) = 593.6

Each line ends with the natural charge from an NBO analysis.
Cartesian coordinates (Å):
1 C -2.133591 -0.511326 0.136317  -0.08
2 C 1.075919 0.427930 -0.060455  0.32
3 C 1.602449 -1.009048 -0.024441  0.30
4 H -2.701620 0.476055 -0.621812  0.13
5 H -2.656070 -1.267663 0.892286  0.22
6 H -0.754101 1.262891 -0.157158  0.36
7 H 1.300353 2.348401 0.390830  0.35
8 H 0.793188 -1.929243 -0.231587  0.21
9 N -0.941555 -0.595313 0.060147  -0.30
10 N -0.345237 0.462672 -0.517757  -0.46
11 N 1.813077 1.440863 0.210086  -0.59
12 O 2.947185 -1.106218 -0.076461  -0.47

Atoms 1-3, force components in eV/Å:
-7.527 0.740 0.026
-0.759 1.096 -0.447
6.628 -1.264 -2.218

***

Molecular formula: C2H9N2P
Method: DFT, the ωB97M-V functional and the def2-TZVPD basis

Calculated values
- E_tot (eV) = -14487.6045
- total charge = 0
- Kohn-Sham gap (eV) = 9.41
- 2S+1 = 1
- energy above the lowest of the compared OMol25 structures with the same formula, charge and spin (kJ/mol) = 95.0

Each line ends with the natural charge from an NBO analysis.
Cartesian coordinates (Å):
1 C -1.145759 -1.047037 -0.686891  -0.42
2 N -0.307903 0.075420 -0.151602  -0.68
3 C -1.048277 0.736499 0.933566  -0.43
4 P 1.471197 -0.599174 0.376617  0.89
5 N 2.342119 0.719769 -0.251393  -1.17
6 H -0.755759 -1.967448 -0.403000  0.18
7 H -2.164837 -0.929555 -0.526260  0.20
8 H -0.929850 -0.993237 -1.803498  0.19
9 H -1.363363 1.728696 0.627799  0.19
10 H -1.965598 0.215798 1.271062  0.18
11 H -0.443873 0.800857 1.845620  0.19
12 H 1.392116 -1.215942 -0.874849  -0.10
13 H 1.865130 1.438570 -0.753651  0.40
14 H 3.054657 1.036784 0.396478  0.38

Atoms 1-3, force components in eV/Å:
3.208 2.143 -3.128
0.798 -1.291 1.677
0.133 -0.171 0.719